1.
A cluster of 2 separate species, C9H21N2O2P in total in a non-equilibrium geometry. Source: the Open Molecules 2025 dataset; level of theory: ωB97M-V/def2-TZVPD.

* Kohn-Sham gap (alpha / beta): 7.80 / 8.72 eV
* multiplicity: 1
* energy relative to the best compared isomer or geometry (same formula, charge and spin): 103.2 kcal/mol
* E_tot: -956.60576 Eh
* LUMO energy (alpha / beta): 0.0 / 0.9 eV
* HOMO level (alpha / beta): -7.76 / -7.85 eV
* molecular weight: 220.25 g mol⁻¹

XYZ file:
```
35
Properties=species:S:1:pos:R:3:forces:R:3:lowdin_charge:R:1
P -3.0527 -1.0752 0.8925 -1.8 0.5 0.9 0.7433
O 2.3420 1.6613 -0.3889 -1.2 0.6 -0.3 -0.1272
O 2.4920 0.3809 1.4825 -1.8 3.1 1.1 -0.1434
N -4.5938 1.0178 -0.3499 -1.9 -2.7 -3.0 -0.0521
N -5.5723 0.8847 0.5003 1.2 1.9 2.9 -0.0738
C 0.7342 -0.8900 -1.0466 0.4 -3.7 0.8 -0.1871
C 2.2343 -1.2724 -0.8743 -0.4 0.4 -1.6 -0.1864
C 0.1996 0.3125 -0.3869 -1.6 2.0 1.2 -0.2645
C 2.7700 -1.6946 0.4864 1.7 0.2 0.0 -0.1796
C 0.9238 1.6419 -0.7179 1.0 -1.0 -0.1 -0.1349
C -1.3763 0.4966 -0.7816 3.0 -0.3 -1.0 -0.2548
C 3.4584 -0.5289 1.1597 2.3 -0.4 0.6 -0.2852
C 2.5140 1.7130 0.9584 0.2 1.0 1.7 -0.2626
C -2.2635 -0.6002 -0.5736 0.7 -2.7 -1.8 -0.4775
H 2.0238 -1.9195 1.2547 -0.1 -1.0 -0.6 0.1203
H 3.6374 -2.4212 0.3330 -1.6 0.2 0.4 0.1350
H -5.3853 0.9241 1.5267 0.0 0.2 -1.0 0.0994
H 2.4498 -2.0790 -1.6215 -0.2 0.7 0.6 0.1199
H -6.1771 0.1625 0.3114 -1.5 -1.9 -0.9 0.0462
H -2.2392 -1.3611 -1.4140 -0.3 0.9 1.0 0.0911
H 1.0360 1.9178 -1.7404 -0.9 -0.1 -1.1 0.1264
H 3.4687 2.2991 1.1471 -0.7 -1.1 0.0 0.1477
H 0.2544 -1.8149 -0.6362 -0.3 0.8 0.1 0.1235
H 0.4335 -1.0270 -2.0890 0.3 0.8 -0.2 0.1214
H 3.8638 -0.8656 2.2053 0.1 0.4 -2.1 0.1494
H -1.2594 0.5648 -1.8501 -0.3 0.7 -0.7 0.1079
H 1.6550 2.3862 1.4649 1.7 -1.9 -0.7 0.1717
H 0.4334 2.4218 -0.1597 -0.2 0.6 0.1 0.1107
H -3.9325 1.6628 -0.1373 2.1 2.5 1.7 -0.0232
H 2.7278 -0.3545 -1.2143 0.7 -0.5 0.0 0.0985
H -2.5352 -2.2671 1.3214 1.3 -1.0 0.3 -0.1479
H -3.9559 -1.8608 0.1491 -0.7 0.1 0.3 -0.0861
H 4.2405 -0.0906 0.4403 -0.7 -0.5 1.3 0.1509
H -1.7785 1.3768 -0.3830 -0.2 1.6 0.7 0.0747
H 0.2292 0.2980 0.7316 0.1 -0.6 -0.8 0.1484
```
Forces are in eV/Å.

=====

2.
A cluster of 2 separate species, C9H21N2O2S in total in a non-equilibrium geometry. Source: the Open Molecules 2025 dataset; level of theory: ωB97M-V/def2-TZVPD.

* charge: +1
* Kohn-Sham gap: 9.98 eV
* multiplicity: 1
* energy relative to the best compared isomer or geometry (same formula, charge and spin): 0.0 kcal/mol
* E_tot: -1013.40082 Eh
* LUMO energy: -2.7 eV
* HOMO level: -12.71 eV
* molecular weight: 221.35 g mol⁻¹

XYZ file:
```
35
Properties=species:S:1:pos:R:3:forces:R:3:lowdin_charge:R:1
S 4.7632 0.9679 0.1971 0.1 2.2 2.0 0.8072
O -1.7830 -0.6532 0.5270 0.1 0.3 -0.9 0.0875
O -0.1168 0.6293 -0.1467 1.7 2.7 -1.1 0.0555
N 2.1737 1.8924 -0.1991 -2.9 -1.4 -0.2 0.0697
N 0.2128 -1.6235 0.3858 0.4 5.0 -1.8 0.1714
C 3.0248 1.1170 0.7735 0.7 0.6 -0.3 -0.4990
C -2.3819 1.6696 0.8890 -0.1 1.4 -1.6 -0.0295
C 1.9281 -1.2288 -1.3385 0.9 2.1 1.0 0.0529
C 1.5035 -1.7467 -0.1543 0.3 -2.0 -0.6 -0.3955
C -2.6619 0.7293 -1.3713 0.0 1.1 -1.5 -0.0341
C -4.0576 -0.1647 0.4433 -1.7 3.0 2.7 -0.0288
C -0.5420 -0.4220 0.1933 0.0 -5.6 1.9 -0.4950
C -2.6852 0.4295 0.1140 -1.3 0.0 0.1 -0.6302
C 2.2367 -2.8774 0.5294 -1.0 -1.4 0.8 -0.0419
H -3.4593 1.6124 -1.5566 1.9 -2.2 0.3 0.1520
H 1.6650 -3.8826 0.3093 1.0 1.9 0.5 0.1359
H 2.4263 -2.8147 1.6453 -0.7 0.2 -1.2 0.1062
H -1.6130 1.0751 -1.7684 -2.3 -0.6 0.7 0.1134
H -3.3792 2.1549 0.7524 1.0 0.5 0.8 0.1028
H 3.0302 -1.1025 -1.6006 -1.6 -1.1 0.3 0.0817
H -2.1726 1.3770 1.9213 0.1 0.7 -0.1 0.1047
H 2.8383 1.4168 1.8130 0.5 0.4 -0.5 0.1081
H -0.2913 -2.3772 0.7171 -0.9 -1.8 0.8 0.1286
H -4.2214 -1.0011 -0.1242 -0.4 -2.2 -1.4 0.0423
H 3.1915 -2.9731 0.0931 1.1 -0.3 -0.6 0.0533
H 1.9779 2.9056 -0.1012 0.9 -0.7 0.1 0.1658
H -4.1607 -0.4679 1.5494 0.3 0.6 -1.6 0.1237
H -1.5698 2.2757 0.2797 -1.7 -1.0 2.0 0.1248
H 1.0767 1.3654 -0.2144 2.0 0.6 0.5 0.1378
H -2.9952 -0.2089 -1.8801 0.3 1.0 -0.1 0.1007
H 4.4836 0.0498 -0.6401 -0.4 -1.5 -1.3 -0.2138
H 2.4605 1.6220 -1.1432 0.3 0.7 0.1 0.1189
H 2.7235 0.1062 0.6994 -0.8 -0.8 0.0 0.0096
H 1.3380 -0.4310 -1.8197 0.0 -0.8 0.0 0.0683
H -4.9633 0.5794 0.2261 2.2 -1.4 0.4 0.1451
```
Forces are in eV/Å.

=====

3.
A cluster of 3 separate species, C9H21N3O3 in total in a non-equilibrium geometry. Source: the Open Molecules 2025 dataset; level of theory: ωB97M-V/def2-TZVPD.

* SMILES: CN(C)C=O.CN(C)C=O.CN(C)C=O
* Kohn-Sham gap: 10.00 eV
* multiplicity: 1
* energy relative to the best compared isomer or geometry (same formula, charge and spin): 62.3 kcal/mol
* E_tot: -745.45394 Eh
* LUMO energy: 0.7 eV
* HOMO level: -9.28 eV
* molecular weight: 219.29 g mol⁻¹

XYZ file:
```
36
Properties=species:S:1:pos:R:3:forces:R:3:lowdin_charge:R:1
O 0.8495 -1.3420 -0.4785 -0.6 -0.3 -0.4 0.0065
O 8.8317 -2.2874 -4.7128 -0.3 0.5 -0.2 0.0372
O -6.2480 1.5262 3.2650 -1.6 2.8 1.8 -0.0204
N -7.9091 3.1709 3.3906 0.3 -0.5 0.8 -0.2150
N 1.5012 -1.1920 1.6414 2.0 1.0 2.3 -0.1739
N 6.5258 -2.3316 -5.2203 2.6 0.2 1.0 -0.1962
C 5.4741 -3.2469 -5.0324 -2.5 -0.3 -0.7 -0.1143
C 6.2440 -0.9028 -5.2494 1.0 0.7 -1.2 -0.0481
C 7.7663 -2.8352 -4.8377 -0.7 0.0 -0.1 -0.3330
C 0.5597 -1.2352 0.6953 0.5 0.5 -1.2 -0.3541
C 1.2103 -0.7207 2.9831 -0.7 -0.3 0.7 -0.0835
C -7.9813 3.2806 1.9767 0.2 1.5 -0.6 -0.0678
C -8.9145 3.8886 4.1785 -0.1 -0.2 -0.1 -0.0549
C -6.9406 2.3600 3.9092 -0.5 -1.7 -1.0 -0.3013
C 2.9594 -1.0740 1.3445 -0.5 -1.3 -1.6 -0.0373
H -8.1857 2.3446 1.4569 0.1 0.2 0.0 0.1000
H -9.9102 3.4576 4.0733 0.0 -0.5 0.0 0.0869
H 6.2094 -0.5515 -6.2806 -0.9 -0.3 -0.4 0.0832
H 3.0727 -1.2669 0.2777 -0.2 0.3 -0.1 0.0754
H 4.8087 -3.1612 -5.8914 -0.6 0.4 0.2 0.0911
H 1.3780 0.3476 3.1200 0.3 0.1 -0.2 0.0870
H -7.0526 3.7747 1.6914 0.4 -0.7 -0.7 0.0985
H -8.6924 3.9101 5.2454 0.3 0.0 -0.1 0.0839
H 3.5459 -1.8937 1.7594 -0.3 0.0 0.7 0.0839
H 3.4774 -0.1407 1.5654 -0.7 0.3 0.3 0.0885
H -7.0416 2.4858 4.9983 1.0 -0.6 0.2 0.1248
H -8.6763 4.0920 1.7604 -0.6 -0.5 -0.3 0.0830
H 1.7884 -1.2699 3.7262 0.3 0.1 -0.1 0.0854
H -9.0699 4.9040 3.8140 0.6 0.2 0.1 0.0822
H 5.3802 -0.5290 -4.6996 0.0 -0.6 0.1 0.0907
H 5.6443 -4.3217 -5.0937 1.1 0.2 0.3 0.0879
H -0.4728 -1.0971 1.0518 0.0 -0.2 0.2 0.1392
H 4.9484 -3.0456 -4.0990 -0.4 -0.1 0.0 0.0945
H 7.1161 -0.3018 -4.9921 0.2 -0.5 0.9 0.0833
H 0.1826 -0.8866 3.3059 -0.2 -0.1 -0.5 0.0828
H 7.6212 -3.9091 -4.6428 0.4 -0.2 0.0 0.1237
```
Forces are in eV/Å.

=====

4.
An isolated molecule of C9H21N3S in a non-equilibrium geometry. Source: the Open Molecules 2025 dataset; level of theory: ωB97M-V/def2-TZVPD.

* SMILES: CCCCCCS[C@@H]1NNN[C@H]1C
* Kohn-Sham gap: 9.02 eV
* multiplicity: 1
* energy relative to the best compared isomer or geometry (same formula, charge and spin): 0.0 kcal/mol
* E_tot: -917.83594 Eh
* LUMO energy: 0.9 eV
* HOMO level: -8.07 eV
* molecular weight: 203.36 g mol⁻¹

XYZ file:
```
34
Properties=species:S:1:pos:R:3:forces:R:3:lowdin_charge:R:1
S 2.1115 0.7952 1.3784 0.0 -0.3 -1.0 0.8929
N 5.2737 -0.8408 -0.2521 1.3 -0.4 2.0 -0.0295
N 3.2911 -1.6168 0.3488 -0.5 -2.4 1.6 -0.0846
N 4.6872 -1.6245 0.7975 -0.6 1.8 0.1 -0.0755
C 2.9743 -0.2483 0.1032 0.9 0.4 0.3 -0.5764
C -5.2183 -1.1757 -0.0251 -0.2 -0.8 -3.4 -0.1230
C -4.1451 -0.1554 -0.3618 -0.4 1.2 0.4 -0.2708
C -1.7579 0.4958 -0.0483 1.2 -1.2 1.5 -0.1915
C 0.5508 1.1149 0.4715 2.9 3.8 -2.5 -0.5717
C 4.3388 1.2340 -1.4215 0.5 -3.1 -0.8 -0.0573
C 4.4426 0.3265 -0.1768 -2.1 1.0 -0.7 -0.4161
C -2.8241 -0.5886 0.2052 0.2 3.3 -1.5 -0.2267
C -0.3661 0.0277 0.4403 -2.7 -1.1 0.3 -0.3302
H 2.4058 -0.2522 -0.8192 -0.5 0.5 0.0 0.0878
H 0.7492 1.3834 -0.6339 0.5 -0.3 1.4 0.1100
H 5.2643 1.7349 -1.4993 1.0 0.8 -0.4 0.0460
H -4.3819 0.9456 -0.0106 0.2 -2.2 -0.5 0.1475
H 2.8091 -2.1329 1.1158 -0.2 1.1 -0.9 0.1245
H -1.9572 1.4056 0.5037 -0.4 0.2 0.3 0.1100
H 4.6786 1.0087 0.6682 0.3 -0.9 -0.3 0.1204
H 3.5567 1.9480 -1.1988 -0.4 0.0 -0.6 0.0662
H 5.1967 -1.3913 -1.0802 -0.4 0.2 -1.2 0.0971
H -1.5376 0.8175 -1.0249 -0.8 0.1 -1.9 0.0970
H 4.2459 0.5302 -2.3889 -0.4 1.9 2.0 0.1311
H -2.9507 -0.7579 1.2234 0.1 -0.3 2.0 0.0993
H -0.5553 -0.1509 1.4656 0.0 -1.5 1.2 0.0935
H -2.5448 -1.4709 -0.2515 0.7 -2.1 -0.9 0.0935
H -4.0243 -0.1098 -1.4553 -0.3 0.1 0.2 0.1107
H -5.4645 -1.4587 0.9258 -0.2 0.2 3.0 0.0334
H -5.0490 -2.1998 -0.4648 0.5 1.0 -0.1 0.0955
H 4.9561 -2.5835 0.8754 0.7 -0.5 -0.7 0.1010
H 0.2288 2.1508 0.8005 -0.2 -1.5 0.3 0.0993
H 0.0115 -0.8441 -0.1414 -0.2 0.5 0.7 0.1375
H -6.1328 -0.8783 -0.5013 -0.7 0.2 -0.2 0.0589
```
Forces are in eV/Å.

=====

5.
The ion C9H21NP with charge +1 in a non-equilibrium geometry. Source: the Open Molecules 2025 dataset; level of theory: ωB97M-V/def2-TZVPD.

* SMILES: CC[C@@H]1CC[C@@H](CC)P1(C)=[NH2+]
* charge: +1
* Kohn-Sham gap: 10.35 eV
* multiplicity: 1
* energy relative to the best compared isomer or geometry (same formula, charge and spin): 19.9 kcal/mol
* E_tot: -751.30814 Eh
* LUMO energy: -3.9 eV
* HOMO level: -14.27 eV
* molecular weight: 174.25 g mol⁻¹

XYZ file:
```
32
Properties=species:S:1:pos:R:3:forces:R:3:lowdin_charge:R:1
P 0.5599 0.0281 0.6956 0.5 2.7 2.6 1.1592
N 0.9201 1.7978 1.9139 0.1 -4.0 -1.8 -0.0303
C 1.7362 1.5970 -1.3298 -1.4 2.0 -0.3 -0.2447
C 1.0127 0.2814 -1.0593 -1.7 0.8 0.6 -0.4007
C -0.3258 -0.0509 -1.8262 -1.3 0.4 -1.3 -0.1628
C -3.2257 -1.1247 1.7545 1.5 0.9 -1.8 -0.0527
C -1.6831 -1.5482 1.4886 -2.5 1.7 0.9 -0.2069
C -1.1520 -0.5813 0.4636 0.9 -1.0 -0.3 -0.4516
C 1.7483 -1.0529 1.6321 -1.3 -1.2 1.4 -0.1844
C 2.0311 1.9368 -2.8094 -0.1 -2.3 0.8 -0.0742
C -1.2367 -1.1141 -1.0070 3.4 2.4 0.1 -0.1231
H 2.5330 -0.4088 2.0330 0.3 -0.2 -0.5 0.0472
H 2.6545 1.7882 -0.7608 -0.2 -0.7 0.1 0.1157
H 1.3283 -1.5996 2.5683 -0.1 1.5 -1.4 0.0945
H -3.6278 -1.5441 2.6354 -0.5 -0.4 0.9 0.0559
H -3.8014 -1.4178 0.8805 -0.2 -0.7 0.0 0.0705
H 1.2835 1.2242 2.7207 -1.0 1.3 -0.6 0.0077
H -2.2638 -1.1099 -1.3759 0.4 -0.6 0.0 0.1305
H 2.8502 1.3097 -3.1066 0.9 0.0 -0.2 0.0752
H -1.7572 -2.4716 0.9776 0.4 -1.4 0.3 0.0927
H 1.0291 2.3818 -0.9323 0.6 -0.6 -0.4 0.1153
H -0.5731 -1.9893 -1.0455 -1.3 -0.6 -0.2 0.1206
H 2.0847 -1.9648 1.1122 0.3 0.9 -0.5 0.0663
H 0.0983 2.3866 2.1239 0.2 -0.9 0.1 0.0230
H -3.3995 -0.0248 1.6839 0.5 -0.6 0.8 0.0826
H -1.1438 -1.5267 2.4423 0.0 -0.4 -0.3 0.1015
H -1.7343 0.2875 0.5601 -0.7 1.6 -0.2 0.0886
H 2.2696 2.9430 -2.9585 0.4 1.5 0.0 0.0622
H -0.9749 0.8619 -1.9516 0.9 -0.5 0.3 0.1276
H 1.6075 -0.5669 -1.0756 1.8 -1.8 -1.0 0.0852
H -0.1360 -0.3733 -2.9237 -0.1 0.2 2.0 0.1454
H 1.2880 1.6457 -3.5238 -1.0 0.1 -0.1 0.0641
```
Forces are in eV/Å.

=====

6.
An isolated molecule of C9H21O6P3 in a non-equilibrium geometry. Source: the Open Molecules 2025 dataset; level of theory: ωB97M-V/def2-TZVPD.

* Kohn-Sham gap: 9.43 eV
* multiplicity: 1
* E_tot: -1831.11326 Eh
* LUMO energy: 0.3 eV
* HOMO level: -9.12 eV
* molecular weight: 318.18 g mol⁻¹

XYZ file:
```
39
Properties=species:S:1:pos:R:3:forces:R:3:lowdin_charge:R:1
P 0.6029 0.2983 -1.9499 3.7 4.6 -11.9 0.3001
P 0.2026 -1.7433 -0.8305 1.7 -10.1 0.6 0.4697
P 1.6664 0.1029 0.2041 5.6 -1.3 5.1 0.2679
O 0.5649 -0.9887 0.5370 -1.7 0.2 -0.4 -0.2151
O 1.7013 -0.2271 -2.7986 -0.5 0.2 1.6 -0.2174
O -0.5204 -0.7019 -1.7615 -3.5 -1.5 2.3 -0.1480
O 2.8838 -0.4350 -0.3351 1.3 -0.5 -0.3 -0.1774
O 1.0050 1.1149 -0.6957 -3.0 3.0 -0.7 -0.1333
O 1.3505 -2.4801 -1.4105 -0.6 1.4 0.1 -0.2368
C -1.8779 3.3056 -3.3161 0.2 1.5 0.2 -0.1486
C 0.6841 0.8888 2.6244 3.4 -2.6 1.9 -0.2663
C 1.9505 0.9070 1.7007 -3.3 1.1 0.1 -0.2035
C -0.6136 -3.2313 2.1874 0.2 2.2 -0.2 -0.0970
C -0.7952 -3.2625 -0.4272 0.4 1.9 2.0 -0.1984
C -1.5179 -3.0884 0.9028 -0.4 -2.6 1.1 -0.2874
C 1.0004 1.7497 3.8426 -1.8 1.6 -1.0 -0.1102
C -1.1550 2.3708 -2.4406 1.8 1.7 1.0 -0.3237
C -0.1544 1.4158 -3.1144 -0.9 0.8 -0.1 -0.2124
H -1.4557 -3.3256 -1.2671 -0.4 -0.8 -0.4 0.0854
H 2.0266 1.6709 4.1238 0.7 0.1 0.1 0.0634
H 0.7260 2.8284 3.5892 0.6 -1.2 0.5 0.1021
H -0.2526 1.0294 2.1781 -1.2 0.6 -0.9 0.0873
H -2.4145 2.7428 -4.0064 -1.6 -0.5 -1.4 0.0600
H 0.2416 -3.8380 1.9305 0.3 -0.3 -0.1 0.0671
H -1.9795 1.8415 -1.9697 0.5 -0.4 0.9 0.1058
H 0.7067 -0.1893 2.9771 -0.5 1.1 -0.2 0.1052
H 0.7151 1.8899 -3.6639 -1.1 -0.2 0.8 0.1292
H -0.6736 0.7459 -3.8643 0.6 0.6 0.8 0.1265
H -1.2395 3.9750 -3.8222 1.2 0.5 -1.1 0.0636
H 2.0893 1.9512 1.4496 1.1 0.2 0.1 0.1129
H -2.1386 -2.2210 0.7523 -0.5 0.3 1.0 0.0913
H -0.1972 -2.2450 2.5489 -0.5 -1.1 -0.3 0.0562
H 2.7495 0.3169 2.0660 1.1 0.2 1.0 0.1019
H -2.4294 4.0438 -2.7333 -0.8 -0.6 0.1 0.0851
H -0.5740 3.1379 -1.7687 -0.9 -2.1 -0.3 0.1437
H -1.1177 -3.7192 3.0294 -0.1 0.2 -0.3 0.0687
H -2.1161 -4.0190 1.1187 -0.3 1.1 -1.0 0.1120
H -0.0384 -4.0573 -0.2648 -0.4 0.6 -1.0 0.1089
H 0.3944 1.4456 4.6776 -0.3 0.0 0.5 0.0614
```
Forces are in eV/Å.